No. 1
53
Properties=species:S:1:pos:R:3:forces:R:3 method="wB97M-V/def2-TZVPD" charge=+1 de_lowest_kj_mol=19.2 homo_lumo_gap_ev=7.11
Os 0.074937 -1.417951 -1.044418 0.25 0.05 -0.20
C 1.821161 -1.829942 4.113883 0.00 0.00 0.00
Si 3.492661 -1.547165 3.338402 0.00 0.00 0.01
C 4.614758 -3.009924 3.615067 0.00 0.02 0.00
C 4.266177 0.025078 3.977875 0.00 -0.01 0.00
C 3.350846 -1.338705 1.448060 0.05 0.01 -0.01
C 4.525463 -1.135998 0.702199 -0.05 0.00 0.00
C 4.506454 -0.979700 -0.672602 -0.03 0.00 0.01
C 3.290196 -1.039498 -1.334591 0.04 0.03 -0.02
N 2.167766 -1.229344 -0.654726 -0.06 -0.03 0.01
C 2.204374 -1.364389 0.684576 -0.03 -0.02 0.01
S 0.475682 -1.562595 1.111205 -0.06 -0.06 0.03
H 1.960355 -1.951747 5.191001 0.00 0.00 0.00
H 1.335576 -2.736156 3.747598 0.00 0.00 -0.01
H 1.142184 -0.987852 3.969393 0.00 0.00 0.00
H 4.760074 -3.177947 4.684208 0.00 0.00 0.00
H 5.599956 -2.850269 3.172312 0.00 -0.01 0.00
H 4.197931 -3.922883 3.186384 -0.01 0.00 0.00
H 4.399746 -0.033161 5.060098 0.00 0.00 0.00
H 3.644054 0.895949 3.763892 -0.01 0.00 0.00
H 5.249408 0.197799 3.535567 0.00 0.01 0.00
H 5.477967 -1.099353 1.218921 0.01 0.00 -0.01
H 5.414925 -0.823340 -1.235593 0.01 0.00 0.01
H 3.209226 -0.949120 -2.409175 -0.02 -0.01 0.00
Se -2.394365 -1.491240 -1.419693 -0.25 0.14 0.06
P -2.204401 0.676007 -1.683439 0.02 -0.19 0.07
Se -0.001014 0.765042 -1.974574 0.09 0.12 -0.04
C -3.131268 1.331228 -3.068834 0.01 -0.01 -0.02
C -2.542836 2.221306 -3.961421 -0.01 0.02 0.01
C -3.297483 2.742762 -5.001450 0.02 0.01 0.01
C -4.626124 2.373798 -5.147177 -0.01 0.00 0.00
C -5.209700 1.479554 -4.258254 0.00 0.00 0.00
C -4.465592 0.954154 -3.216523 0.01 -0.01 -0.01
C -2.648719 1.583211 -0.194281 -0.06 -0.04 -0.01
C -1.881331 2.649250 0.264646 -0.03 0.03 -0.03
C -2.291884 3.354950 1.385920 0.03 0.01 -0.02
C -3.459983 2.998966 2.042547 -0.02 -0.02 0.00
C -4.224839 1.933684 1.584568 0.00 0.02 0.01
C -3.822185 1.222282 0.467812 0.02 -0.01 0.02
H -1.503544 2.506663 -3.855031 0.00 0.00 0.00
H -2.844545 3.434339 -5.698569 0.00 0.00 0.00
H -5.210909 2.780428 -5.961250 0.00 0.00 0.00
H -6.243539 1.186942 -4.380597 0.00 0.00 0.00
H -4.919965 0.245177 -2.534447 0.01 0.00 0.01
H -0.967011 2.928909 -0.242446 0.01 0.00 0.00
H -1.696140 4.183001 1.745363 0.00 0.00 0.00
H -3.775826 3.550413 2.917962 0.00 0.00 0.00
H -5.131888 1.652309 2.101924 0.00 0.00 0.00
H -4.409474 0.377793 0.128257 0.01 0.00 -0.01
Cl 1.912018 -3.772773 -2.443962 0.00 -0.01 -0.03
C 0.289355 -3.122471 -2.130054 0.03 -0.06 0.17
H -0.263595 -3.869422 -1.546551 0.03 -0.04 -0.04
H -0.215081 -3.008074 -3.089962 -0.03 0.08 0.01

No. 2
58
Properties=species:S:1:pos:R:3:forces:R:3 method="wB97M-V/def2-TZVPD" charge=-2 de_lowest_kj_mol=30.7 multiplicity=4 homo_lumo_gap_ev=6.73
Co 1.649664 0.079825 -0.580297 0.22 -0.54 -0.67
F -1.190208 -1.123311 4.578141 0.14 -0.07 -0.11
C -0.641120 0.073317 4.282129 0.86 -0.56 -0.10
C 0.604071 0.162875 3.756262 -1.68 0.19 0.48
N 1.150639 1.375697 3.480683 0.03 -0.09 0.31
C 2.528175 1.442128 3.026506 0.07 -0.48 -0.11
C 2.815161 0.748446 1.662551 -0.51 1.41 1.03
O 3.625856 1.341147 0.966538 0.28 -0.38 -0.47
O 2.120336 -0.284839 1.412464 -0.11 -0.22 -0.65
C 0.538332 2.537220 3.886178 0.16 0.73 0.51
O 1.125025 3.606006 3.971434 -0.55 -0.30 -0.17
N -0.777558 2.391135 4.343845 0.56 0.10 -0.38
C -1.439085 1.218396 4.594866 -0.27 -0.28 0.57
O -2.541848 1.189992 5.126980 0.03 0.20 -0.22
H 1.164169 -0.713145 3.519941 0.35 -0.29 -0.23
H 3.137432 0.973588 3.782527 0.45 -0.33 0.39
H 2.811882 2.474747 3.003138 0.04 0.38 -0.31
H -1.263954 3.212639 4.661585 0.21 0.27 -0.14
C 0.589615 4.176281 -0.512393 0.11 0.80 1.37
C 0.492431 2.769872 0.057489 0.35 -0.61 0.11
O 0.047227 2.559905 1.196119 0.26 0.23 -0.71
O 0.911288 1.881910 -0.775566 -0.01 0.63 0.38
H 0.267037 4.939868 0.233093 0.22 -0.57 -0.47
H -0.045619 4.229539 -1.360700 -0.68 0.09 -0.90
H 1.599362 4.411686 -0.855674 -0.01 -0.23 0.13
O 5.412483 -0.958292 -2.666880 0.43 0.11 -0.16
C 4.345161 -0.646907 -2.214875 -0.34 -0.34 0.07
N 3.265833 -0.415478 -1.802220 -0.74 0.52 0.63
C -1.488310 -0.440015 1.412957 -1.10 0.89 -0.82
C -2.479236 -0.535038 0.211711 0.53 -0.74 0.14
C -2.549547 0.843337 -0.448289 -1.41 0.00 0.36
C -2.144781 -1.662663 -0.784523 -0.40 0.68 0.18
C -3.037153 -2.684376 -1.034912 0.16 -0.21 0.18
C -2.792978 -3.594588 -2.079174 -1.51 -0.50 0.69
C -1.728491 -3.387466 -2.915645 0.08 -0.34 -0.82
C -0.874216 -2.314725 -2.750732 0.58 -0.72 0.36
C 0.270965 -2.132062 -3.691997 0.98 -0.73 -0.52
C 0.484163 -0.681214 -4.084985 0.21 0.18 -0.45
C 1.580381 -2.772997 -3.134346 -0.52 0.61 -0.09
C -0.965535 -1.560895 -1.572277 -0.32 0.66 0.23
O -0.087011 -0.680498 -1.237336 0.97 0.35 0.14
H -1.951378 0.168927 2.212443 0.16 -0.34 -0.39
H -0.594227 0.072475 1.081989 0.15 0.07 0.13
H -1.233229 -1.407280 1.781564 0.15 -0.78 0.42
H -3.474345 -0.774104 0.609720 0.05 -0.03 0.01
H -1.629115 1.095109 -0.895174 1.33 0.36 -0.20
H -2.805460 1.564362 0.349727 0.16 -0.02 -0.48
H -3.279666 0.933046 -1.272458 -0.13 -0.30 0.44
H -3.882923 -2.784742 -0.339893 0.11 -0.07 -0.53
H -3.517286 -4.405864 -2.257351 0.50 0.28 0.09
H -1.523156 -4.083751 -3.744016 -0.25 0.33 0.25
H 0.037214 -2.713736 -4.622036 -0.04 0.42 0.57
H 1.074760 -0.137693 -3.366406 0.12 0.09 0.30
H -0.461738 -0.164142 -4.190530 -0.30 0.14 -0.04
H 1.012703 -0.605403 -5.036720 0.07 -0.09 -0.14
H 1.902408 -2.310779 -2.206597 -0.15 0.09 0.01
H 2.417366 -2.681528 -3.819115 0.11 0.14 -0.30
H 1.418048 -3.815958 -2.949473 -0.17 -0.77 0.10

No. 3
52
Properties=species:S:1:pos:R:3:forces:R:3 method="wB97M-V/def2-TZVPD" charge=0 de_lowest_kj_mol=0.0 multiplicity=2 homo_lumo_gap_ev="7.04 / 7.00"
Co 0.444334 -0.825229 -0.212428 0.00 0.21 0.27
O 3.050776 -3.136898 -2.062375 -0.02 -0.04 -0.02
C 2.187349 -2.334228 -1.728031 -0.03 0.02 -0.06
N 1.301956 -2.418846 -0.734445 0.16 0.08 0.08
C 1.378493 -3.487070 0.227131 -0.04 -0.04 0.02
C 0.552134 -3.083421 1.423270 0.05 0.15 -0.04
C 0.190479 -3.967114 2.429449 0.08 0.02 0.01
C -0.535751 -3.500633 3.508559 -0.01 -0.03 0.04
C -0.883460 -2.158205 3.569478 0.03 0.03 -0.01
C -0.515123 -1.335543 2.525012 0.08 -0.02 0.00
N 0.175601 -1.790005 1.471560 -0.29 -0.30 -0.10
C 2.016366 -1.011215 -2.459181 -0.06 -0.02 0.05
C 2.705291 -0.709319 -3.615182 -0.01 0.01 0.03
C 2.493457 0.527545 -4.205623 -0.01 0.02 0.00
C 1.612087 1.419887 -3.615401 0.00 -0.02 0.01
C 0.964088 1.051344 -2.447886 0.05 0.00 -0.02
N 1.159839 -0.142138 -1.889195 0.06 -0.09 -0.23
H 2.413863 -3.667616 0.544588 -0.01 -0.02 0.01
H 1.011463 -4.441997 -0.164881 0.00 0.02 -0.04
H 0.482279 -5.005933 2.355596 0.00 0.00 0.00
H -0.829138 -4.178505 4.299575 0.00 0.00 0.01
H -1.439482 -1.756075 4.403909 0.00 0.01 0.00
H -0.764897 -0.283182 2.486241 -0.04 -0.01 -0.01
H 3.389347 -1.444936 -4.013733 0.00 -0.01 0.00
H 3.014828 0.795793 -5.115253 0.00 0.00 0.00
H 1.427447 2.395114 -4.042565 0.00 0.00 0.00
H 0.279701 1.708554 -1.928892 0.01 0.01 -0.01
C -3.391044 1.157175 1.244196 0.06 -0.01 -0.02
Si -2.232452 0.677007 -0.160079 -0.02 0.00 -0.06
C -2.697678 1.686087 -1.683979 0.03 -0.04 0.04
C -2.529307 -1.136302 -0.588595 0.04 0.02 0.03
N -0.567378 0.764924 0.255663 -0.12 -0.01 0.01
C 0.124273 1.862280 0.702947 0.01 0.01 -0.03
C 1.475030 1.733029 1.082442 0.04 0.01 0.01
C 2.223335 2.818663 1.503939 0.02 0.01 0.02
C 1.660215 4.085226 1.578532 -0.01 0.02 -0.01
C 0.326200 4.236019 1.219605 0.02 0.01 0.01
C -0.426870 3.157541 0.789377 -0.01 -0.01 0.03
H -4.424907 0.897830 1.004215 -0.01 0.00 -0.03
H -3.359772 2.227282 1.455445 0.00 0.01 0.00
H -3.123596 0.633949 2.165769 -0.01 -0.01 -0.01
H -3.757403 1.563633 -1.921200 -0.01 0.00 0.01
H -2.126712 1.347120 -2.552737 -0.01 0.00 -0.01
H -2.507473 2.753857 -1.558718 0.01 0.00 0.02
H -3.465766 -1.257883 -1.137606 -0.03 0.02 0.01
H -2.586173 -1.765599 0.303218 0.01 0.01 0.00
H -1.741326 -1.545034 -1.234543 0.00 0.01 -0.01
H 1.942794 0.750413 1.051701 -0.02 -0.01 -0.02
H 3.259945 2.668940 1.781839 0.00 0.01 0.00
H 2.244429 4.933879 1.907251 0.00 0.00 0.01
H -0.139700 5.213226 1.270217 0.01 0.00 0.00
H -1.461987 3.316607 0.511806 0.00 -0.01 -0.01